<one>
Formula: C7H14
Source: the Open Molecules 2025 dataset
Level of theory: the ωB97M-V functional and the def2-TZVPD basis

Last column: Mulliken charge in e.
Cartesian coordinates (Å):
C 0.496 1.805 0.775  -1.51
C 0.543 0.830 -0.382  0.00
C 0.913 -0.619 -0.160  -0.15
C 1.486 -1.080 1.164  -1.54
C -0.514 -0.237 -0.513  1.44
C -1.672 -0.273 0.465  -1.60
C -0.921 -0.537 -1.946  -1.55
H -0.263 2.575 0.597  0.36
H 1.459 2.307 0.917  0.38
H 0.241 1.315 1.719  0.30
H 0.867 1.283 -1.320  0.39
H 1.409 -1.110 -0.995  0.33
H 2.506 -0.684 1.263  0.33
H 1.556 -2.171 1.214  0.40
H 0.923 -0.740 2.038  0.30
H -2.293 -1.160 0.297  0.44
H -2.316 0.607 0.325  0.31
H -1.355 -0.287 1.512  0.28
H -0.038 -0.596 -2.593  0.35
H -1.462 -1.487 -2.031  0.40
H -1.565 0.258 -2.343  0.33

Properties
- SMILES = C[C@@H]1[C@H](C)C1(C)C
- frontier orbital gap (eV) = 10.526
- molar mass (g/mol) = 98.2

=====

<two>
Formula: C7H14
Source: the Open Molecules 2025 dataset
Level of theory: the ωB97M-V functional and the def2-TZVPD basis

Last column: Mulliken charge in e.
Cartesian coordinates (Å):
C 1.586 -1.119 0.958  -1.11
C 1.129 -0.573 -0.416  -1.15
C 0.072 0.544 -0.449  1.49
C 0.633 1.963 -0.500  -1.62
C -1.174 0.380 -1.284  -1.14
C -1.272 0.327 0.217  0.15
C -1.617 -1.004 0.871  -1.21
H 2.571 -1.589 0.858  0.36
H 1.663 -0.330 1.716  0.27
H 0.940 -1.894 1.386  0.40
H 2.026 -0.167 -0.899  0.43
H 0.810 -1.407 -1.055  0.30
H 0.922 2.228 -1.529  0.33
H 1.520 2.089 0.132  0.40
H -0.117 2.701 -0.185  0.38
H -1.557 1.261 -1.799  0.30
H -1.327 -0.553 -1.826  0.26
H -1.696 1.208 0.701  0.39
H -2.033 -0.874 1.876  0.31
H -0.728 -1.619 0.977  0.15
H -2.329 -1.585 0.275  0.31

Properties
- SMILES = CC[C@@]1(C)C[C@H]1C
- frontier orbital gap (eV) = 10.743
- molar mass (g/mol) = 98.2

=====

Structures ranked by computed energy, the most stable listed first: <one>, <two>.

=====

<one>
Formula: C7H14
Source: the Open Molecules 2025 dataset
Level of theory: the ωB97M-V functional and the def2-TZVPD basis

Last column: Mulliken charge in e.
Cartesian coordinates (Å):
C 2.033 -0.728 0.760  -1.25
C 1.021 -0.734 -0.387  -0.63
C 0.026 0.419 -0.364  1.30
C 0.642 1.784 -0.117  -1.68
C -1.114 0.363 -1.346  -1.01
C -1.393 0.231 0.128  0.07
C -1.948 -1.056 0.694  -1.53
H 2.644 -1.637 0.742  0.38
H 2.716 0.126 0.685  0.30
H 1.536 -0.673 1.736  0.31
H 1.567 -0.699 -1.340  0.32
H 0.483 -1.689 -0.387  0.35
H 1.465 1.981 -0.818  0.35
H 1.041 1.868 0.901  0.34
H -0.103 2.576 -0.247  0.45
H -1.402 1.276 -1.863  0.27
H -1.211 -0.539 -1.948  0.28
H -1.817 1.119 0.597  0.37
H -1.771 -1.134 1.773  0.32
H -1.511 -1.939 0.217  0.30
H -3.031 -1.104 0.529  0.39

Properties
- SMILES = CC[C@@]1(C)C[C@H]1C
- frontier orbital gap (eV) = 10.743
- molar mass (g/mol) = 98.2

=====

<two>
Formula: C7H14
Source: the Open Molecules 2025 dataset
Level of theory: the ωB97M-V functional and the def2-TZVPD basis

Last column: Mulliken charge in e.
Cartesian coordinates (Å):
C -0.060 -0.049 3.163  -1.31
C 0.401 0.355 1.777  -0.46
C -0.650 -0.147 0.723  -0.46
C -0.178 -0.206 -0.711  0.52
C 0.993 0.239 -1.174  -0.03
C 1.071 0.573 -2.632  -1.45
C -1.216 -0.864 -1.577  -1.53
H -1.115 0.189 3.342  0.33
H -0.106 -1.143 3.203  0.34
H 0.542 0.374 3.963  0.35
H 0.548 1.436 1.703  0.32
H 1.337 -0.094 1.445  0.34
H -0.793 -1.197 0.968  0.30
H -1.422 0.592 0.910  0.30
H 1.762 0.608 -0.521  0.29
H 0.285 1.248 -2.984  0.35
H 1.941 1.206 -2.872  0.38
H 1.242 -0.198 -3.387  0.35
H -1.968 -0.066 -1.686  0.33
H -0.983 -1.139 -2.601  0.36
H -1.632 -1.719 -1.051  0.37

Properties
- SMILES = C/C=C(\C)CCC
- frontier orbital gap (eV) = 9.825
- molar mass (g/mol) = 98.2

=====

<three>
Formula: C7H14
Source: the Open Molecules 2025 dataset
Level of theory: the ωB97M-V functional and the def2-TZVPD basis

Last column: Mulliken charge in e.
Cartesian coordinates (Å):
C -0.505 1.637 0.446  -1.61
C -0.528 0.119 0.219  1.99
C -1.224 -0.194 -1.111  -1.96
C -1.340 -0.525 1.354  -1.86
C 0.903 -0.449 0.284  -0.36
C 2.088 0.186 -0.391  -0.61
C 1.600 -1.158 -0.847  -0.65
H 0.032 1.883 1.369  0.35
H -0.010 2.163 -0.379  0.37
H -1.525 2.031 0.529  0.42
H -2.252 0.189 -1.098  0.44
H -0.711 0.266 -1.965  0.38
H -1.266 -1.275 -1.282  0.42
H -0.902 -0.288 2.332  0.42
H -2.372 -0.151 1.353  0.43
H -1.372 -1.616 1.253  0.42
H 1.132 -0.859 1.267  0.41
H 1.918 1.029 -1.057  0.24
H 3.021 0.244 0.163  0.26
H 2.196 -2.037 -0.620  0.27
H 1.115 -1.195 -1.817  0.23

Properties
- SMILES = CC(C)(C)C1CC1
- frontier orbital gap (eV) = 11.116
- molar mass (g/mol) = 98.2

=====

<four>
Formula: C7H14
Source: the Open Molecules 2025 dataset
Level of theory: the ωB97M-V functional and the def2-TZVPD basis

Last column: Mulliken charge in e.
Cartesian coordinates (Å):
C 1.680 -0.815 0.262  -0.93
C 1.093 -0.023 1.223  -0.08
C 0.529 1.350 0.868  -0.69
C -0.211 1.415 -0.483  -0.47
C -1.484 0.557 -0.624  -0.70
C -1.243 -0.945 -0.504  -0.06
C -0.139 -1.527 -1.085  -0.96
H 2.197 -1.726 0.553  0.29
H 1.981 -0.395 -0.687  0.34
H 1.335 -0.199 2.271  0.45
H -0.263 -0.658 1.470  -0.01
H -0.159 1.672 1.662  0.30
H 1.346 2.084 0.852  0.30
H -0.495 2.461 -0.652  0.36
H 0.486 1.166 -1.293  0.21
H -2.207 0.869 0.142  0.30
H -1.949 0.777 -1.595  0.30
H -0.921 -0.914 0.975  -0.05
H -2.104 -1.569 -0.265  0.45
H -0.040 -2.610 -1.104  0.29
H 0.424 -0.997 -1.842  0.36

Properties
- frontier orbital gap (eV) = 9.658
- molar mass (g/mol) = 98.2

=====

Structures ranked by computed energy, the most stable listed first: <one>, <three>, <two>, <four>.

=====

<one>
Formula: C4H12N2O3
Source: the Open Molecules 2025 dataset
Level of theory: the ωB97M-V functional and the def2-TZVPD basis

Last column: Mulliken charge in e.
Cartesian coordinates (Å):
C -1.021 0.068 -1.137  -0.96
C -1.368 -0.027 0.352  -0.30
C -1.011 1.224 1.158  -0.53
O -2.043 2.205 1.090  -0.54
N 0.382 0.317 -1.423  -0.11
C 1.379 -0.580 -1.191  0.36
N 1.034 -1.878 -0.980  -0.29
O 2.553 -0.228 -1.157  -0.65
H -1.327 -0.877 -1.592  0.32
H -1.606 0.850 -1.620  0.41
H -0.883 -0.899 0.793  0.34
H -2.430 -0.219 0.526  0.34
H -0.050 1.605 0.793  0.25
H -0.945 1.007 2.219  0.31
H -2.222 2.447 0.176  0.31
H 0.642 1.287 -1.418  0.28
H 1.820 -2.479 -0.876  0.27
H 0.133 -2.276 -0.794  0.17
H 2.677 -1.052 1.277  0.34
H 1.922 0.141 1.720  0.32
O 2.365 -0.636 2.084  -0.64

Properties
- SMILES = NC(=O)NCCCO.O
- frontier orbital gap (eV) = 10.500
- molar mass (g/mol) = 136.2

=====

<two>
Formula: C4H12N2O3
Source: the Open Molecules 2025 dataset
Level of theory: the ωB97M-V functional and the def2-TZVPD basis

Last column: Mulliken charge in e.
Cartesian coordinates (Å):
C 1.295 -0.549 -0.150  0.50
C -0.421 -0.459 -0.169  0.89
C -0.898 0.561 0.839  -0.61
C -0.811 2.023 0.414  -1.34
N -0.761 -1.836 0.171  -0.78
N -0.885 -0.217 -1.510  -0.70
O 1.774 0.493 -0.918  -0.53
O 1.754 -0.508 1.151  -0.56
O 1.636 -1.735 -0.740  -0.62
H 2.728 0.393 -1.020  0.32
H 1.599 0.407 1.548  0.30
H 0.901 -2.369 -0.541  0.41
H -0.608 -2.010 1.160  0.20
H -1.732 -2.012 -0.063  0.28
H -0.648 0.714 -1.829  0.27
H -0.411 -0.841 -2.157  0.33
H -1.927 0.320 1.120  0.32
H -0.209 0.474 1.760  0.29
H -1.055 2.667 1.256  0.39
H 0.194 2.249 0.066  0.27
H -1.515 2.235 -0.387  0.36

Properties
- SMILES = CCC(N)(N)C(O)(O)O
- frontier orbital gap (eV) = 9.662
- molar mass (g/mol) = 136.2

=====

Structures ranked by computed energy, the most stable listed first: <one>, <two>.